72
Properties=species:S:1:pos:R:3:forces:R:3:lowdin_charge:R:1 method="wB97M-V/def2-TZVPD" e_homo_ev=-7.21 lumo_ev=2.2710 orbital_gap_ev=9.48 charge=-1
H 8.186102 2.195207 -2.438335 1.029 -0.003 0.270 0.052
H 8.408873 1.030245 -6.588556 -0.082 -0.154 0.126 0.065
C 7.473169 -0.527540 -3.192736 -0.099 -0.004 0.392 -0.316
N 7.651120 1.672039 -6.752525 -0.854 -0.588 0.457 0.164
H 9.826632 -3.327200 -6.398859 0.540 -0.010 0.392 0.071
C 14.768375 3.549051 -5.200877 -0.799 -1.423 -1.626 -0.337
C 6.917522 3.306140 -1.403342 0.744 -0.015 1.591 -0.690
H 13.790018 3.063236 -5.177802 0.417 -0.750 0.664 0.067
H 16.047274 3.694594 -7.076491 0.476 -0.384 0.609 0.073
O 7.060965 3.526430 -7.888900 0.037 0.068 0.849 -0.013
H 5.103583 2.536998 -1.489107 -0.133 -0.365 -0.478 0.102
N 5.982091 2.494704 -1.977754 -0.886 0.881 0.105 0.152
C 10.469398 -1.248572 -5.975372 -0.622 -0.383 -0.563 -0.279
H 9.809149 2.959007 -6.362539 -0.435 0.465 -0.140 0.024
H 15.546318 2.964004 -4.698931 -0.205 0.423 0.945 0.114
H 9.267473 4.339586 -7.305207 0.205 -0.045 0.193 0.108
H 6.311124 1.711436 -2.510553 -0.398 -0.213 0.063 0.054
H 7.226482 -0.451151 -2.129733 -0.325 -0.216 -0.012 0.114
H 12.357149 3.792701 -2.522932 0.228 0.358 0.073 0.055
H 8.705125 0.612722 -4.223638 -0.379 -0.187 0.284 0.054
H 12.631871 0.411553 -1.714816 -0.161 0.170 0.451 0.104
C 10.713331 6.469976 -4.754330 -0.742 -0.352 -1.079 -0.690
N 12.494385 1.378383 -1.937624 -0.216 -0.232 -1.298 0.170
H 11.373744 -1.384705 -5.377263 -0.274 -0.591 0.366 0.114
N 9.826207 5.780474 -3.985980 0.098 0.081 0.649 0.172
H 6.596558 -0.668517 -5.101647 -0.039 -0.340 -0.129 0.056
C 12.726887 2.393639 -1.084955 -0.752 -0.521 2.236 -0.709
O 14.637580 -2.232133 -6.658641 -0.531 0.604 0.106 0.004
H 13.688141 4.735129 -4.271084 -0.049 0.621 0.101 0.044
N 11.616588 5.680268 -5.410713 0.758 -0.541 0.062 0.140
O 9.765569 -0.114734 -5.492014 0.467 0.766 -0.594 -0.160
H 11.699080 4.663121 -5.285283 -0.501 0.965 -0.092 0.007
C 9.452292 -2.398540 -5.963246 0.523 -0.547 0.249 -0.068
H 9.170733 -2.557778 -4.921590 -0.015 -0.289 -0.042 0.060
H 8.946725 3.369412 -1.322550 0.066 -0.035 -0.260 0.103
H 10.327162 2.611642 -4.440682 -2.045 -0.007 0.674 -0.003
C 14.514115 -1.013270 -6.527396 1.611 -1.738 -0.051 -0.695
H 15.044745 2.214538 -6.769772 0.303 0.168 -0.420 0.024
H 13.072821 4.330736 -0.976024 -0.447 0.256 -0.244 0.110
H 12.212313 1.626332 -2.881494 0.318 -0.371 0.173 0.040
H 10.890619 -1.074814 -6.969832 -0.445 0.131 -0.247 0.095
C 7.877764 2.930950 -7.176188 0.042 0.430 -2.080 -0.698
O 10.637749 7.663728 -4.974319 -0.049 0.515 0.288 0.013
C 15.113462 3.297532 -6.669683 -0.060 1.273 -0.901 -0.083
H 11.460309 3.292572 -5.715201 0.278 0.741 -1.827 -0.035
H 11.919092 6.030189 -6.303505 0.271 0.215 0.244 0.107
H 13.463863 0.703035 -6.994586 -0.186 -0.065 -0.091 0.090
H 6.770578 1.346390 -7.117838 0.194 -0.387 0.140 0.103
O 12.801006 2.276607 0.140405 0.770 -0.570 -0.314 -0.011
N 15.403601 -0.272471 -5.814026 -0.071 0.933 0.342 0.162
N 8.164181 2.826588 -1.642950 -0.022 0.395 -0.404 0.160
H 11.580983 1.496795 -5.268960 0.964 -1.801 -0.518 -0.014
B 11.379045 2.543645 -4.872092 -0.381 0.161 0.148 -0.382
O 14.506015 4.841971 -4.762747 0.819 0.412 0.055 -0.050
H 9.857883 4.777693 -3.964942 -0.209 -0.142 -0.021 0.064
N 13.564238 -0.287198 -7.135507 -0.831 0.116 -0.566 0.167
H 8.520776 -2.298521 -6.522949 0.118 1.005 -0.065 0.072
H 10.398276 0.641315 -5.543497 -0.348 -0.261 0.416 0.016
H 5.480453 -0.067447 -3.950044 -0.400 -0.497 0.384 0.070
H 12.058242 2.910612 -4.042646 1.495 0.361 1.256 -0.051
H 6.037955 -1.880744 -3.914638 -0.849 0.174 -0.117 0.074
H 13.081365 -0.770387 -7.873158 -0.182 0.279 0.089 0.108
H 15.446705 0.691756 -6.095852 0.374 -0.037 0.453 0.049
N 9.116448 3.407840 -6.958159 0.503 0.347 0.219 0.173
H 16.233318 -0.679596 -5.422889 -0.158 -0.264 -0.151 0.107
N 12.766275 3.623534 -1.619713 0.282 0.799 -0.745 0.160
C 6.251976 -0.825249 -4.076908 1.643 0.415 -0.052 -0.064
H 14.426023 3.738393 -7.398380 -0.597 -0.143 0.370 0.077
O 8.070218 0.706432 -3.486273 0.296 0.468 -0.474 -0.135
H 8.213580 -1.330467 -3.254689 -0.049 -0.069 -0.194 0.098
H 9.032907 6.267895 -3.602590 0.223 -0.072 0.022 0.108
O 6.672296 4.231474 -0.629039 -0.267 -0.383 -0.716 -0.005